# 1
ORCA calculation (the ωB97M-V functional and the def2-TZVPD basis) on an isolated molecule of C23H16F3N5O2S.

Results
Strongest force on any atom, hartree/bohr: 0.06721
Structure (SMILES): O=C(Nc1nc2c(s1)CCOc1c-2cccc1C(F)(F)F)c1ccc(Nc2ccncn2)cc1
HOMO, Ha: -0.3059
Net charge: 0
Orbital gap, eV: 8.02
Relative energy (zero: lowest compared OMol25 entry of this formula, charge and spin), kJ/mol: 0.0
LUMO energy, eV: -0.30

Positions of all 50 atoms, in Å:
O -0.626 -3.933 0.613
C -1.008 -2.771 0.558
N -0.288 -1.942 1.380
C 0.191 -0.751 0.978
N 0.954 -0.184 1.869
C 1.512 1.034 1.374
C 1.144 1.301 0.063
S 0.026 0.117 -0.507
C 1.561 2.502 -0.788
C 1.961 3.706 0.040
O 3.222 3.419 0.630
C 3.233 2.903 1.934
C 2.375 1.823 2.286
C 2.448 1.364 3.652
C 3.246 1.988 4.586
C 3.994 3.083 4.210
C 4.019 3.561 2.899
C 4.865 4.797 2.581
F 4.096 5.817 2.075
F 5.485 5.313 3.667
F 5.833 4.371 1.718
C -2.125 -2.409 -0.283
C -3.023 -1.363 0.051
C -4.045 -0.959 -0.800
C -4.247 -1.654 -1.958
N -5.363 -1.362 -2.724
C -6.375 -2.261 -2.995
C -6.462 -3.521 -2.415
C -7.657 -4.203 -2.672
N -8.585 -3.744 -3.488
C -8.337 -2.574 -4.083
N -7.313 -1.777 -3.842
C -3.363 -2.683 -2.328
C -2.300 -3.093 -1.507
H 0.377 -2.444 1.953
H 0.704 2.788 -1.421
H 2.370 2.225 -1.411
H 2.026 4.615 -0.618
H 1.195 3.926 0.824
H 1.828 0.531 3.953
H 3.285 1.611 5.618
H 4.623 3.554 4.985
H -2.903 -0.825 0.991
H -4.723 -0.173 -0.432
H -5.532 -0.375 -2.908
H -5.750 -3.896 -1.679
H -7.789 -5.136 -2.157
H -9.124 -2.185 -4.748
H -3.490 -3.129 -3.333
H -1.641 -3.926 -1.828

# 2
ORCA calculation (the ωB97M-V functional and the def2-TZVPD basis) on an isolated molecule of C5H6N2S.

Results
Strongest force on any atom, hartree/bohr: 0.09920
Structure (SMILES): C/C(C#N)=N/[C@@H]1CS1
HOMO, Ha: -0.3321
Net charge: 0
Orbital gap, eV: 8.57
Relative energy (zero: lowest compared OMol25 entry of this formula, charge and spin), kJ/mol: 270.6
LUMO energy, eV: -0.46

Positions of all 14 atoms, in Å:
C 1.632 -1.389 0.900
C 0.256 -1.311 0.359
C 0.104 -2.060 -0.910
N -0.017 -2.414 -1.986
N -0.689 -0.613 0.950
C -2.031 -0.672 0.759
C -2.844 -0.994 -0.441
S -2.862 0.775 -0.042
H 1.982 -0.437 0.656
H 2.115 -2.208 0.471
H 1.506 -1.585 1.950
H -2.587 -0.793 1.670
H -2.297 -1.282 -1.309
H -3.865 -1.532 -0.235

# 3
ORCA calculation (the ωB97M-V functional and the def2-TZVPD basis) on a cluster of 2 separate species, C4H8 in total.

Results
Strongest force on any atom, hartree/bohr: 0.08930
Structure (SMILES): C=C.C=C
HOMO, Ha: -0.3680
Net charge: 0
Orbital gap, eV: 11.36
Relative energy (zero: lowest compared OMol25 entry of this formula, charge and spin), kJ/mol: 219.2
LUMO energy, eV: 1.35

Positions of all 12 atoms, in Å:
C 4.413 -1.209 2.637
C 4.367 -0.175 1.741
H 4.330 -2.220 2.337
H 4.607 -1.260 3.730
H 4.417 -0.190 0.711
H 4.444 0.930 2.038
C -4.958 0.336 -2.404
C -3.833 0.963 -2.026
H -5.861 0.863 -2.519
H -5.088 -0.770 -2.500
H -3.943 2.168 -2.020
H -2.895 0.563 -1.727

# 4
ORCA calculation (the ωB97M-V functional and the def2-TZVPD basis) on a structure of composition C2H7N3O2.

Results
Strongest force on any atom, hartree/bohr: 0.10852
HOMO (alpha / beta), Ha: -0.2428 / -0.3565
Spin multiplicity: 3
Net charge: 0
Orbital gap (alpha / beta), eV: 7.58 / 7.18
Relative energy (zero: lowest compared OMol25 entry of this formula, charge and spin), kJ/mol: 501.7
LUMO energy (alpha / beta), eV: 0.98 / -2.53

Positions of all 14 atoms, in Å:
C 1.312 0.477 0.260
C 0.624 -0.647 -0.585
N -2.848 -0.575 0.328
N -0.656 -1.162 -0.100
N -2.017 -0.003 -0.290
O -2.018 0.789 -1.177
O -4.112 -0.018 0.296
H 0.777 1.384 0.081
H 1.239 0.270 1.360
H 2.377 0.537 -0.042
H 0.428 -0.415 -1.678
H 1.247 -1.668 -0.810
H -0.712 -1.166 0.882
H -4.129 0.576 -0.473

# 5
ORCA calculation (the ωB97M-V functional and the def2-TZVPD basis) on a cluster of 2 separate species, CHN4OS2 in total.

Results
Strongest force on any atom, hartree/bohr: 0.09208
HOMO, Ha: -0.1180
Net charge: -1
Orbital gap, eV: 6.22
Relative energy (zero: lowest compared OMol25 entry of this formula, charge and spin), kJ/mol: 186.4
LUMO energy, eV: 3.01

Positions of all 9 atoms, in Å:
C -0.832 -2.307 0.071
N -0.369 -3.025 0.848
N 3.315 -1.660 -0.583
N 2.554 -0.878 -0.265
N 1.576 -0.232 -0.221
O -1.365 0.181 0.042
S 1.257 1.324 0.309
S -1.485 -1.175 -1.067
H -0.454 0.423 0.200

# 6
ORCA calculation (the ωB97M-V functional and the def2-TZVPD basis) on an isolated molecule of CH2FNO3S.

Results
Strongest force on any atom, hartree/bohr: 0.04998
Structure (SMILES): [H]/N=C/OS(=O)(=O)F
HOMO, Ha: -0.4194
Net charge: 0
Orbital gap, eV: 12.09
Relative energy (zero: lowest compared OMol25 entry of this formula, charge and spin), kJ/mol: 74.2
LUMO energy, eV: 0.67

Positions of all 9 atoms, in Å:
H 2.164 -0.201 -1.286
N 1.291 -0.031 -0.802
C 0.611 -0.989 -0.401
O -0.531 -0.758 0.244
S -0.862 0.819 0.529
O -1.356 1.480 -0.606
O 0.022 1.386 1.460
F -2.159 0.353 1.374
H 0.820 -2.059 -0.513

# 7
ORCA calculation (the ωB97M-V functional and the def2-TZVPD basis) on a cluster of 3 separate species, C22H32BrN3O5S2 in total.

Results
Strongest force on any atom, hartree/bohr: 0.01433
Structure (SMILES): CCN(CCc1cnc2ccc(Br)cc2n1)C(C)=O.O=S1(=O)CCCC1.O=S1(=O)CCCC1
HOMO, Ha: -0.3161
Net charge: 0
Orbital gap, eV: 8.47
Relative energy (zero: lowest compared OMol25 entry of this formula, charge and spin), kJ/mol: 0.0
LUMO energy, eV: -0.13

Positions of all 65 atoms, in Å:
C 1.442 -3.806 3.715
C 2.048 -2.679 2.850
N 2.142 -1.349 3.461
C 0.867 -0.803 3.932
C -0.094 -0.508 2.772
C -1.518 -0.902 3.050
C -2.385 -1.174 1.943
N -3.639 -1.488 2.056
C -4.102 -1.577 3.339
C -5.446 -1.923 3.569
C -5.929 -2.043 4.834
C -5.072 -1.807 5.928
Br -5.745 -1.989 7.683
C -3.772 -1.447 5.746
C -3.260 -1.328 4.441
N -1.952 -0.973 4.276
C 3.170 -1.252 4.430
C 3.827 0.106 4.533
O 3.520 -2.182 5.123
H 1.172 -3.472 4.713
H 0.591 -4.280 3.227
H 2.189 -4.587 3.861
H 3.049 -2.957 2.527
H 1.439 -2.568 1.953
H 0.403 -1.425 4.700
H 1.093 0.145 4.425
H 0.258 -0.928 1.835
H -0.096 0.573 2.602
H -1.968 -1.123 0.941
H -6.092 -2.101 2.719
H -6.962 -2.309 5.008
H -3.110 -1.255 6.578
H 3.897 0.565 3.550
H 4.803 -0.001 4.998
H 3.211 0.746 5.168
O 1.061 0.002 0.129
S 0.834 1.334 -0.380
O 1.319 2.477 0.349
C 1.385 1.405 -2.081
C 0.158 1.001 -2.888
C -1.029 1.735 -2.249
C -0.922 1.541 -0.732
H 2.236 0.742 -2.209
H 1.679 2.434 -2.289
H 0.279 1.259 -3.935
H 0.006 -0.079 -2.824
H -0.972 2.799 -2.489
H -1.984 1.366 -2.622
H -1.286 2.397 -0.169
H -1.434 0.640 -0.403
O 2.309 0.799 -5.650
S 2.108 2.132 -6.159
O 2.585 3.280 -5.432
C 2.682 2.202 -7.853
C 1.466 1.799 -8.681
C 0.273 2.536 -8.060
C 0.358 2.345 -6.541
H 3.533 1.535 -7.965
H 2.979 3.231 -8.054
H 1.599 2.057 -9.731
H 1.314 0.720 -8.617
H 0.334 3.598 -8.302
H -0.676 2.167 -8.446
H -0.013 3.206 -5.990
H -0.159 1.444 -6.217

# 8
ORCA calculation (the ωB97M-V functional and the def2-TZVPD basis) on a structure of composition C17H23N5O2SW.

Results
Strongest force on any atom, hartree/bohr: 0.27238
HOMO (alpha / beta), Ha: -0.7706 / -0.7708
Spin multiplicity: 3
Net charge: +4
Orbital gap (alpha / beta), eV: 6.53 / 2.39
Relative energy (zero: lowest compared OMol25 entry of this formula, charge and spin), kJ/mol: 0.0
LUMO energy (alpha / beta), eV: -14.44 / -18.59

Positions of all 49 atoms, in Å:
N -0.095 3.292 -1.109
C -0.109 4.373 -0.674
C -0.099 5.707 -0.118
H -1.089 6.182 -0.183
H 0.626 6.345 -0.648
H 0.192 5.665 0.942
N 1.425 -3.597 -1.062
C 2.548 -3.285 -1.097
C 3.960 -2.967 -1.172
H 4.108 -1.999 -1.672
H 4.502 -3.745 -1.731
H 4.390 -2.908 -0.163
N -3.983 -1.407 -1.415
C -4.484 -2.238 -0.776
C -5.076 -3.291 0.041
H -4.307 -3.912 0.525
H -5.699 -3.947 -0.582
H -5.723 -2.854 0.813
W 0.184 1.264 -2.150
C -0.555 -2.563 0.648
O -0.860 -3.470 1.271
C 0.814 0.259 -0.268
O 1.788 -0.430 0.063
C 1.297 1.539 -3.834
C -0.092 1.587 -4.136
C -0.965 0.561 -3.674
C -0.456 -0.520 -2.927
C 0.928 -0.545 -2.588
C 1.817 0.471 -3.057
H 1.964 2.322 -4.176
H -0.482 2.413 -4.722
H -2.021 0.580 -3.930
H -1.090 -1.362 -2.661
H 1.308 -1.446 -2.144
H 2.865 0.421 -2.793
C 1.757 -0.254 4.042
N 1.145 -0.104 2.725
C -0.012 0.473 2.460
S -0.583 0.729 0.665
N -0.896 0.940 3.354
C -1.127 0.489 4.735
H 1.602 0.642 4.653
H 2.831 -0.387 3.890
H 1.373 -1.146 4.553
H 1.693 -0.408 1.905
H -1.709 1.375 2.908
H -1.445 1.357 5.319
H -1.928 -0.260 4.768
H -0.230 0.059 5.179

# 9
ORCA calculation (the ωB97M-V functional and the def2-TZVPD basis) on a structure of composition C61H53MnNO6S3.

Results
Strongest force on any atom, hartree/bohr: 0.01207
HOMO (alpha / beta), Ha: -0.3435 / -0.3435
Spin multiplicity: 5
Net charge: +1
Orbital gap (alpha / beta), eV: 5.80 / 6.84
LUMO energy (alpha / beta), eV: -3.55 / -2.51

Positions of all 125 atoms, in Å:
Mn -0.473 0.555 -0.170
C 1.429 -4.263 -7.193
C 0.991 -3.693 -5.870
C 1.373 -2.406 -5.489
C 0.994 -1.876 -4.268
C 0.224 -2.652 -3.417
C -0.147 -3.948 -3.750
C 0.228 -4.454 -4.985
S -0.397 -2.046 -1.874
O 0.464 -0.833 -1.467
C -1.936 -1.340 -2.421
C -1.912 -0.176 -3.221
C -3.087 0.418 -3.555
C -4.320 -0.092 -3.075
C -5.548 0.547 -3.382
C -6.724 0.074 -2.880
C -6.732 -1.063 -2.039
C -5.570 -1.709 -1.737
C -4.331 -1.246 -2.254
C -3.095 -1.891 -1.945
C -3.135 -3.182 -1.176
C -3.636 -4.334 -1.876
C -3.920 -4.294 -3.268
C -4.379 -5.403 -3.918
C -4.591 -6.612 -3.220
C -4.321 -6.685 -1.885
C -3.829 -5.555 -1.186
C -3.536 -5.628 0.198
C -3.026 -4.551 0.847
C -2.786 -3.343 0.143
S -2.135 -2.079 1.221
O -1.923 -0.805 0.420
C -0.462 -2.667 1.507
C 0.333 -1.731 2.157
C 1.681 -1.993 2.342
C 2.245 -3.187 1.903
C 3.717 -3.456 2.061
C 1.413 -4.127 1.295
C 0.066 -3.879 1.088
H 1.536 -3.481 -7.944
H 0.719 -5.002 -7.560
H 2.398 -4.757 -7.092
H 1.979 -1.810 -6.162
H 1.310 -0.886 -3.968
H -0.732 -4.549 -3.061
H -0.065 -5.460 -5.261
H -0.966 0.241 -3.541
H -3.092 1.305 -4.178
H -5.532 1.423 -4.019
H -7.656 0.569 -3.120
H -7.669 -1.417 -1.628
H -5.586 -2.577 -1.090
H -3.758 -3.378 -3.822
H -4.582 -5.355 -4.980
H -4.965 -7.480 -3.748
H -4.475 -7.608 -1.340
H -3.723 -6.552 0.731
H -2.801 -4.605 1.908
H -0.087 -0.799 2.520
H 2.299 -1.252 2.836
H 4.175 -2.762 2.764
H 4.226 -3.346 1.101
H 3.896 -4.473 2.411
H 1.832 -5.071 0.962
H -0.544 -4.618 0.588
C 1.457 4.176 -3.924
O 2.010 4.117 -2.625
C 3.078 4.903 -2.335
C 3.867 5.511 -3.306
C 4.975 6.271 -2.959
C 5.296 6.430 -1.621
C 4.501 5.837 -0.654
C 3.385 5.069 -0.980
N 2.659 4.520 0.097
C 1.551 3.646 0.131
C 0.328 4.144 -0.648
C 0.183 5.529 -0.744
C -0.945 6.117 -1.292
C -1.988 5.321 -1.743
C -1.880 3.947 -1.646
C -0.731 3.358 -1.125
O -0.647 2.017 -1.174
H 0.532 3.602 -3.879
H 2.124 3.733 -4.667
H 1.226 5.206 -4.208
H 3.627 5.372 -4.352
H 5.573 6.733 -3.733
H 6.155 7.019 -1.325
H 4.748 5.965 0.396
H 3.165 4.570 0.965
H 1.241 3.564 1.171
H 0.979 6.163 -0.373
H -1.011 7.196 -1.352
H -2.882 5.767 -2.160
H -2.676 3.289 -1.976
C 1.029 2.797 4.365
C -0.414 2.814 3.840
C -0.870 4.262 3.609
C -1.346 2.124 4.843
C -0.457 2.095 2.555
C -0.477 1.505 1.500
H 1.093 3.377 5.288
H 1.715 3.230 3.634
H 1.355 1.776 4.573
H -0.798 4.824 4.543
H -1.904 4.293 3.262
H -0.248 4.756 2.859
H -1.320 2.655 5.797
H -1.036 1.091 5.014
H -2.374 2.119 4.477
O 7.292 2.118 -4.458
C 5.966 1.960 -4.645
O 5.524 1.897 -5.756
C 5.096 1.868 -3.423
C 5.478 2.327 -2.168
C 4.589 2.264 -1.103
C 3.305 1.766 -1.294
S 2.147 1.805 0.038
C 2.936 1.278 -2.545
C 3.827 1.325 -3.599
H 7.514 2.083 -3.520
H 6.447 2.784 -2.003
H 4.880 2.622 -0.124
H 1.934 0.895 -2.683
H 3.553 0.977 -4.587

# 10
ORCA calculation (the ωB97M-V functional and the def2-TZVPD basis) on a structure of composition C19H21NO3S.

Results
Strongest force on any atom, hartree/bohr: 0.32693
HOMO, Ha: -0.3289
Net charge: 0
Orbital gap, eV: 9.51
Relative energy (zero: lowest compared OMol25 entry of this formula, charge and spin), kJ/mol: 1764.2
LUMO energy, eV: 0.56

Positions of all 45 atoms, in Å:
C 3.848 2.603 -2.637
C 3.293 1.423 -1.949
C 3.764 0.096 -2.287
C 3.471 -0.990 -1.714
C 2.538 -0.777 -0.871
C 2.132 0.325 -0.349
C 2.658 1.486 -0.924
H 1.993 2.350 -0.833
H 1.288 0.273 0.345
S 1.928 -2.379 0.067
O 2.832 -3.722 -0.148
O 1.615 -2.275 1.334
C 0.409 -2.594 -0.958
C 0.594 -3.368 -2.155
C 0.112 -4.208 -1.259
H -0.733 -4.568 -1.077
H 0.939 -4.760 -0.703
H 1.738 -3.360 -2.510
H -0.235 -3.027 -2.953
C -0.695 -1.908 -0.475
O -1.474 -1.465 -1.577
N -0.828 -1.720 0.830
H -0.242 -1.938 1.457
C -1.878 -0.750 1.303
H -2.937 -0.783 0.207
C -1.529 0.758 1.468
C -2.487 1.799 1.897
C -3.519 2.128 1.058
C -4.317 3.041 1.541
C -4.621 3.273 2.915
C -3.879 2.510 3.734
C -2.790 1.820 3.165
H -2.133 1.306 4.043
H -3.892 2.840 4.754
H -5.403 3.887 3.175
H -5.201 3.368 0.873
H -3.365 2.128 -0.162
H -0.525 0.657 2.410
H -1.039 1.088 0.518
H -2.359 -1.242 2.140
H 3.972 -1.911 -1.791
H 4.879 -0.096 -2.970
H 3.297 2.753 -3.613
H 4.969 2.579 -3.135
H 3.813 3.349 -2.179

# 11
ORCA calculation (the ωB97M-V functional and the def2-TZVPD basis) on a structure of composition C18H15BrI2N3NaO6Se.

Results
Strongest force on any atom, hartree/bohr: 0.02168
HOMO, Ha: -0.0794
Net charge: -2
Orbital gap, eV: 5.69
Relative energy (zero: lowest compared OMol25 entry of this formula, charge and spin), kJ/mol: 20.1
LUMO energy, eV: 3.53

Positions of all 47 atoms, in Å:
Na -1.137 -1.225 0.232
I -3.758 5.959 -1.583
C -2.948 4.031 -1.490
C -2.542 3.399 -2.656
C -2.019 2.120 -2.567
I -1.343 1.163 -4.300
C -1.894 1.371 -1.341
O -1.477 0.190 -1.297
C -2.268 2.125 -0.152
C -2.046 1.499 1.213
N -0.632 1.140 1.379
C -0.297 0.591 2.688
C 0.988 -0.221 2.676
C 1.633 -0.514 3.877
C 2.707 -1.372 3.872
C 3.120 -1.924 2.664
C 2.439 -1.557 1.521
N 1.410 -0.702 1.509
C -2.789 3.400 -0.254
H -2.624 3.891 -3.616
H -2.633 0.582 1.331
H -2.392 2.205 1.983
H -0.049 1.941 1.171
H -1.090 -0.113 2.969
H -0.238 1.350 3.481
H 1.243 -0.106 4.803
H 3.199 -1.642 4.800
H 3.931 -2.640 2.613
H 2.712 -1.982 0.559
H -3.070 3.920 0.656
O 2.985 -0.768 -5.101
C 2.281 -0.908 -3.932
C 2.539 -0.126 -2.814
C 1.775 -0.346 -1.682
N 0.810 -1.262 -1.620
C 0.577 -1.962 -2.704
Br -0.904 -3.124 -2.570
C 1.280 -1.856 -3.895
H 3.583 -0.019 -4.998
H 3.308 0.638 -2.828
H 1.926 0.231 -0.774
H 1.039 -2.457 -4.760
O -0.570 -2.743 3.569
Se -1.469 -3.024 2.213
O -2.384 -1.654 1.907
O -0.478 -3.155 0.881
O -2.433 -4.343 2.369